one | # C6H17N2

A cluster of 2 separate species, C6H17N2 in total (the ωB97M-V functional and the def2-TZVPD basis, the Open Molecules 2025 dataset).

XYZ file:
```
25
Properties=species:S:1:pos:R:3:mulliken_charge:R:1
C -2.168 0.948 -0.034 -1.245
C -1.575 -1.234 0.907 -1.354
C 2.086 -0.354 1.527 -1.008
C 1.015 -1.048 -1.185 -1.352
C 0.620 1.334 -1.328 -1.073
C -1.587 -0.368 -0.267 0.799
N 0.863 0.231 0.885 -0.571
N 0.563 0.167 -0.454 0.451
H -1.555 1.912 -0.106 0.184
H -2.998 1.228 -0.763 0.361
H -2.558 1.050 0.961 0.379
H -0.655 -1.080 1.518 0.314
H -1.472 -2.351 0.673 0.310
H -2.217 -0.853 1.573 0.510
H 2.288 -1.099 0.890 0.437
H 2.841 0.360 1.416 0.380
H 1.931 -0.583 2.540 0.323
H 2.034 -0.935 -1.172 0.640
H 0.736 -2.044 -0.908 0.265
H 0.598 -0.831 -2.134 0.482
H 0.049 1.269 -2.172 0.396
H 0.333 2.123 -0.706 0.432
H 1.702 1.603 -1.591 0.324
H -1.614 -0.604 -1.338 0.384
H 0.740 1.157 1.268 0.232
```

Kohn-Sham gap: 8.7 eV
Net charge: +1

two | # C6H17N2

A cluster of 2 separate species, C6H17N2 in total (the ωB97M-V functional and the def2-TZVPD basis, the Open Molecules 2025 dataset).

XYZ file:
```
25
Properties=species:S:1:pos:R:3:mulliken_charge:R:1
C 0.528 1.901 0.281 -1.195
C -0.935 1.969 -0.126 -0.392
C -1.476 0.654 -0.673 0.086
C -2.929 0.760 -1.122 -1.528
H 0.700 1.320 1.196 0.191
H 0.938 2.872 0.545 0.397
H 1.146 1.495 -0.522 0.306
H -0.972 2.695 -0.944 0.310
H -1.567 2.347 0.677 0.375
H -1.363 -0.147 0.073 0.383
H -0.831 0.364 -1.516 0.080
H -3.530 1.074 -0.268 0.352
H -3.288 -0.211 -1.456 0.393
H -3.088 1.486 -1.916 0.355
C 2.178 -1.458 2.053 -0.844
N 0.778 -1.960 -1.293 -0.185
C 1.472 -2.062 -0.186 0.309
N 1.275 -1.361 0.897 -0.060
H 2.761 -0.544 2.124 0.317
H 2.852 -2.298 1.913 0.351
H 1.580 -1.618 2.944 0.327
H 0.034 -1.283 -1.377 0.102
H 0.843 -2.624 -2.042 0.240
H 2.324 -2.732 -0.169 0.339
H 0.570 -0.638 0.906 -0.010
```

Kohn-Sham gap: 11.5 eV
Net charge: +1

three | # C6H17N2

The ion C6H17N2 with charge +1 (the ωB97M-V functional and the def2-TZVPD basis, the Open Molecules 2025 dataset).

XYZ file:
```
25
Properties=species:S:1:pos:R:3:mulliken_charge:R:1
C 2.198 0.560 -0.424 -0.808
C 1.120 0.970 -1.474 0.363
C -0.302 1.179 -1.005 -1.082
C -0.750 0.014 -0.117 -0.535
C -0.474 0.208 1.377 -0.342
C -0.742 -0.926 2.283 -0.954
N -2.071 -1.449 2.037 -0.451
N 0.918 -0.271 -2.549 -0.391
H 1.734 0.355 0.518 -0.009
H 2.818 -0.386 -0.851 0.255
H 2.967 1.367 -0.206 0.325
H 1.679 1.841 -2.043 0.400
H -0.497 2.051 -0.402 0.453
H -0.897 1.337 -1.983 0.317
H -0.313 -0.958 -0.280 0.443
H -1.959 -0.251 -0.246 0.257
H -1.138 1.007 1.783 0.311
H 0.567 0.473 1.632 0.182
H -0.054 -1.713 2.340 0.500
H -0.763 -0.409 3.364 0.303
H -2.839 -0.906 2.544 0.222
H -2.073 -2.471 1.833 0.196
H 1.690 -0.950 -2.411 0.317
H 0.881 0.207 -3.481 0.371
H -0.038 -0.590 -2.371 0.354
```

SMILES: C[C@@H]([NH3+])CCCCN
Kohn-Sham gap: 8.3 eV
Net charge: +1

four | # C6H17N2

The ion C6H17N2 with charge +1 (the ωB97M-V functional and the def2-TZVPD basis, the Open Molecules 2025 dataset).

XYZ file:
```
25
Properties=species:S:1:pos:R:3:mulliken_charge:R:1
C 0.357 -0.622 -1.064 -1.221
N 0.507 -1.433 0.080 -0.069
C -0.598 -1.781 0.939 -0.232
C -0.423 -3.234 1.384 -1.405
C -0.305 0.718 -0.634 -0.129
N -0.543 1.563 -1.843 -0.128
C 0.573 2.926 0.455 -1.743
C 0.616 1.397 0.360 -0.315
H 1.334 -0.385 -1.481 0.602
H -0.304 -1.053 -1.835 0.357
H 1.367 -1.939 0.184 0.231
H -0.783 -1.098 1.779 0.207
H -1.533 -1.814 0.364 0.300
H -1.031 -3.547 2.232 0.376
H 0.581 -3.498 1.695 0.387
H -0.701 -3.883 0.556 0.319
H -1.231 0.396 -0.169 0.290
H 0.210 1.427 -2.519 0.376
H -1.424 1.358 -2.318 0.382
H -0.590 2.548 -1.561 0.365
H 1.228 3.403 -0.268 0.452
H 1.013 3.188 1.421 0.417
H -0.420 3.328 0.626 0.484
H 1.657 1.088 0.278 0.370
H 0.444 0.948 1.340 0.328
```

SMILES: CCNC[C@H]([NH3+])CC
Kohn-Sham gap: 8.7 eV
Net charge: +1

Stability, descending: two, four, three, one

one | # C3H4NO2S

The ion C3H4NO2S with charge -1 (the ωB97M-V functional and the def2-TZVPD basis, the Open Molecules 2025 dataset).

XYZ file:
```
11
Properties=species:S:1:pos:R:3:mulliken_charge:R:1
C 0.243 0.839 0.558 0.525
C 0.587 -0.405 0.999 -1.012
C -0.666 0.859 -0.697 -0.653
N -2.622 -0.505 0.262 0.180
O -3.715 -0.901 0.684 -0.483
O 0.600 1.950 1.019 -0.783
S -2.427 1.053 -0.290 -0.011
H 1.218 -0.526 1.864 0.298
H 0.216 -1.299 0.527 0.277
H -0.414 1.718 -1.317 0.362
H -0.573 -0.064 -1.264 0.300
```

SMILES: C=C([O-])CSN=O
Kohn-Sham gap (spin up / spin down): 6.1 / 6.1 eV
Net charge: -1

two | # C3H4NO2S

A structure of composition C3H4NO2S (the ωB97M-V functional and the def2-TZVPD basis, the Open Molecules 2025 dataset).

XYZ file:
```
11
Properties=species:S:1:pos:R:3:mulliken_charge:R:1
C 1.653 -0.647 0.060 0.480
C 0.589 0.346 -0.247 -0.452
C -0.326 -0.750 0.104 -0.281
N 0.918 -1.658 0.265 -0.726
O 3.711 0.553 1.240 -0.665
O 3.536 0.504 -1.227 -0.615
S 3.541 -0.310 -0.008 0.404
H 0.597 1.167 0.593 0.153
H 0.270 0.784 -1.226 0.235
H -0.801 -0.559 1.023 0.226
H -1.003 -1.075 -0.752 0.243
```

Kohn-Sham gap: 7.3 eV
Net charge: -1

Stability, descending: two, one

one | # C4H3NO2

The molecule C4H3NO2 (the ωB97M-V functional and the def2-TZVPD basis, the Open Molecules 2025 dataset).

XYZ file:
```
10
Properties=species:S:1:pos:R:3:mulliken_charge:R:1
O -2.762 0.436 1.538 -0.405
C -1.643 0.795 1.288 -0.120
C -0.735 0.020 0.332 0.733
N 0.518 0.637 0.186 -0.547
C 1.200 -0.067 -0.633 0.466
C 1.426 -0.936 -1.572 -0.515
O -1.091 -0.998 -0.220 -0.515
H -1.185 1.706 1.719 0.349
H 2.254 0.252 -1.104 0.256
H 2.004 -1.853 -1.543 0.298
```

Kohn-Sham gap: 9.4 eV

two | # C4H3NO2

A structure of composition C4H3NO2 (the ωB97M-V functional and the def2-TZVPD basis, the Open Molecules 2025 dataset).

XYZ file:
```
10
Properties=species:S:1:pos:R:3:mulliken_charge:R:1
O -1.973 -1.753 0.889 -0.441
C -1.559 -1.124 -0.049 -0.076
C -0.374 -0.232 0.004 0.591
N 0.095 0.503 -0.974 -0.199
C 1.277 1.199 -0.525 -0.752
C 1.354 0.801 0.778 -0.205
O 0.312 -0.032 1.107 -0.236
H -2.025 -1.153 -1.049 0.336
H 0.867 0.768 -1.776 0.603
H 2.026 1.022 1.595 0.379
```

Kohn-Sham gap: 8.8 eV

three | # C4H3NO2

The molecule C4H3NO2 (the ωB97M-V functional and the def2-TZVPD basis, the Open Molecules 2025 dataset).

XYZ file:
```
10
Properties=species:S:1:pos:R:3:mulliken_charge:R:1
O -2.355 0.969 -0.819 -0.464
C -1.684 -0.033 -0.877 -0.112
C -0.364 -0.190 -0.212 0.608
N 0.376 -1.191 -0.628 -0.377
O 1.582 -1.053 -0.019 -0.120
C 1.558 0.034 0.768 -0.257
C 0.347 0.631 0.713 -0.418
H -1.967 -0.910 -1.489 0.342
H 2.487 0.272 1.265 0.436
H 0.020 1.469 1.300 0.362
```

SMILES: O=Cc1ccon1
Kohn-Sham gap: 10.7 eV

four | # C4H3NO2

The molecule C4H3NO2 (the ωB97M-V functional and the def2-TZVPD basis, the Open Molecules 2025 dataset).

XYZ file:
```
10
Properties=species:S:1:pos:R:3:mulliken_charge:R:1
C 0.006 0.112 -1.289 0.500
C 0.687 -0.765 -0.441 -0.094
C 0.467 -0.792 0.790 -0.119
C -0.877 1.087 0.619 0.242
H 1.777 -1.258 -0.639 0.212
H 0.864 -1.305 1.749 0.354
H -1.886 1.661 1.016 0.272
N -0.594 1.209 -0.623 -0.552
O 0.027 -0.173 -2.503 -0.566
O -0.471 0.223 1.322 -0.248
```

SMILES: O=c1ccocn1
Kohn-Sham gap: 10.2 eV

Stability, descending: three, four, one, two

one | # C4H3NO2

The molecule C4H3NO2 (the ωB97M-V functional and the def2-TZVPD basis, the Open Molecules 2025 dataset).

XYZ file:
```
10
Properties=species:S:1:pos:R:3:mulliken_charge:R:1
O -2.190 0.941 -1.374 -0.322
C -1.727 0.004 -0.828 0.063
C -0.107 -0.080 -0.585 0.813
N 0.060 -0.939 -1.442 -0.403
O 2.047 -1.125 0.308 -0.533
C 1.612 -0.157 0.918 -0.015
C 0.392 0.518 0.552 -0.692
H -2.228 -0.836 -0.337 0.364
H 2.176 0.286 1.758 0.340
H -0.035 1.388 1.029 0.385
```

Kohn-Sham gap (spin up / spin down): 6.9 / 6.9 eV

two | # C4H3NO2

The molecule C4H3NO2 (the ωB97M-V functional and the def2-TZVPD basis, the Open Molecules 2025 dataset).

XYZ file:
```
10
Properties=species:S:1:pos:R:3:mulliken_charge:R:1
C 1.988 0.081 0.045 0.077
C 0.622 0.068 0.752 0.358
C -1.158 -0.689 -0.409 -0.082
C -1.168 0.694 -0.483 -0.277
H 0.816 -0.146 1.756 0.287
H -1.842 -1.416 -0.781 0.379
H -1.930 1.310 -1.011 0.318
N 2.911 -0.024 -0.651 -0.359
O -0.121 -1.090 0.390 -0.354
O -0.119 1.212 0.391 -0.346
```

SMILES: N#CC1OC=CO1
Kohn-Sham gap: 9.8 eV

Stability, descending: two, one

one | # C4H3NO2

The molecule C4H3NO2 (the ωB97M-V functional and the def2-TZVPD basis, the Open Molecules 2025 dataset).

XYZ file:
```
10
Properties=species:S:1:pos:R:3:mulliken_charge:R:1
O -2.291 -1.123 0.876 -0.432
C -1.131 -0.872 0.796 0.084
C -0.890 2.112 0.373 -0.113
N 0.053 1.566 -0.074 -0.099
C 1.014 0.705 -0.569 -0.126
C 0.761 -0.603 -0.656 -0.136
O -0.422 -1.198 -0.337 -0.353
H -0.518 -0.433 1.597 0.444
H 1.950 1.136 -0.908 0.364
H 1.474 -1.290 -1.098 0.368
```

Kohn-Sham gap: 10.6 eV

two | # C4H3NO2

A structure of composition C4H3NO2 (the ωB97M-V functional and the def2-TZVPD basis, the Open Molecules 2025 dataset).

XYZ file:
```
10
Properties=species:S:1:pos:R:3:mulliken_charge:R:1
O -2.320 0.557 -0.607 -0.330
C -1.653 -0.564 -0.572 -0.423
C -0.252 -0.439 -0.140 0.502
N 0.515 -1.504 -0.066 -0.359
O 1.725 -1.056 0.356 -0.107
C 1.680 0.279 0.534 -0.433
C 0.447 0.746 0.236 -0.296
H -2.851 -0.446 -0.906 0.660
H 2.600 0.733 0.873 0.435
H 0.066 1.755 0.269 0.351
```

Kohn-Sham gap: 9.0 eV

Stability, descending: one, two

one | # C4H3NO2

A structure of composition C4H3NO2 (the ωB97M-V functional and the def2-TZVPD basis, the Open Molecules 2025 dataset).

XYZ file:
```
10
Properties=species:S:1:pos:R:3:mulliken_charge:R:1
C 1.144 1.311 0.470 -0.148
C 0.171 0.374 -0.098 0.397
C 0.415 -0.986 -0.155 -0.083
C -1.634 -0.572 -0.271 0.132
H 0.940 2.358 0.508 0.403
H 1.465 -1.499 -0.411 0.298
H -2.762 -0.940 -0.246 0.294
N -1.227 0.665 -0.201 -0.510
O 2.255 0.853 0.831 -0.517
O -0.766 -1.564 -0.426 -0.264
```

Kohn-Sham gap: 9.8 eV

two | # C4H3NO2

The molecule C4H3NO2 (the ωB97M-V functional and the def2-TZVPD basis, the Open Molecules 2025 dataset).

XYZ file:
```
10
Properties=species:S:1:pos:R:3:mulliken_charge:R:1
O 2.747 0.625 0.577 -0.427
C 2.009 0.058 -0.183 -0.031
C 0.529 0.009 0.015 0.542
N -0.316 -0.484 -0.778 -0.485
C -1.597 -0.223 -0.126 -0.207
C -1.331 0.399 1.222 -0.265
O -0.016 0.567 1.197 -0.063
H 2.346 -0.472 -1.092 0.361
H -2.275 -1.080 -0.169 0.319
H -2.096 0.601 -0.663 0.256
```

Kohn-Sham gap: 8.9 eV

three | # C4H3NO2

The molecule C4H3NO2 (the ωB97M-V functional and the def2-TZVPD basis, the Open Molecules 2025 dataset).

XYZ file:
```
10
Properties=species:S:1:pos:R:3:mulliken_charge:R:1
C 1.838 -0.740 -0.013 0.080
C -0.363 0.289 0.035 0.618
C -1.800 -0.217 -0.224 -0.413
C -3.058 -0.366 -0.061 -0.147
H 2.191 -1.676 0.005 0.439
H 0.103 -1.797 0.326 0.319
H -4.191 -0.045 0.474 0.302
N 0.589 -0.769 0.120 -0.200
O 2.358 0.410 -0.095 -0.585
O -0.099 1.479 0.087 -0.412
```

SMILES: C#CC(=O)NC=O
Kohn-Sham gap: 9.5 eV

Stability, descending: one, two, three